{"formula": "C5H9NS2", "method": "the ωB97M-V functional and the def2-TZVPD basis", "e_tot_ha": -1046.976055, "smiles": "C/C=C(/NC=S)SC", "orbital_gap_ev": 8.46, "max_force_ev_per_a": 4.64, "spin_multiplicity": 1, "elements": ["S", "S", "N", "C", "C", "C", "C", "C", "H", "H", "H", "H", "H", "H", "H", "H", "H"], "coordinates": [[3.9824, -0.2999, -0.1680], [-0.5184, 1.0859, -0.7317], [1.3675, -0.7837, -0.0252], [-0.8733, -1.3959, 0.0208], [-2.3776, -1.2314, -0.0986], [2.4272, -0.0506, -0.4895], [0.0722, -0.4157, -0.1672], [0.1479, 2.3132, 0.5199], [-2.8755, -1.4823, 0.8866], [1.5264, -1.6625, 0.5591], [-2.6781, -1.9255, -0.8909], [-0.4958, -2.3510, 0.2242], [1.1487, 1.8716, 0.7958], [-0.6873, 2.4430, 1.3893], [0.4006, 3.3524, -0.0682], [-2.6205, -0.2104, -0.5633], [2.0537, 0.7428, -1.1932]]}

***

{"formula": "C41H59Br3KN5OS5Se", "method": "the ωB97M-V functional and the def2-TZVPD basis", "e_tot_ha": -14661.290562, "orbital_gap_ev": 5.53, "max_force_ev_per_a": 2.07, "total_charge": -2, "spin_multiplicity": 1, "elements": ["Br", "Br", "Br", "Se", "K", "S", "S", "S", "S", "S", "O", "N", "N", "N", "N", "N", "C", "C", "C", "C", "C", "C", "C", "C", "C", "C", "C", "C", "C", "C", "C", "C", "C", "C", "C", "C", "C", "C", "C", "C", "C", "C", "C", "C", "C", "C", "C", "C", "C", "C", "C", "C", "C", "C", "C", "C", "C", "H", "H", "H", "H", "H", "H", "H", "H", "H", "H", "H", "H", "H", "H", "H", "H", "H", "H", "H", "H", "H", "H", "H", "H", "H", "H", "H", "H", "H", "H", "H", "H", "H", "H", "H", "H", "H", "H", "H", "H", "H", "H", "H", "H", "H", "H", "H", "H", "H", "H", "H", "H", "H", "H", "H", "H", "H", "H", "H"], "coordinates": [[0.3387, -0.8002, 2.9202], [-2.8589, 2.9808, 2.1136], [-3.6680, -2.2466, 0.4790], [1.2150, 2.8629, 1.5550], [-0.7539, -1.5391, -0.0159], [0.8627, -2.6649, -5.3363], [-2.6536, -0.2310, -6.0942], [-0.5884, -1.7315, -7.6314], [-0.9299, -1.2944, -3.3485], [1.7063, -3.5592, -8.0595], [1.4000, -1.8565, 0.3903], [-2.7817, 1.1700, 0.0454], [2.5109, 0.8743, 0.0362], [0.3446, 5.4583, 2.3374], [0.3342, 4.0299, 4.0193], [0.0881, 1.5690, -1.7658], [-4.9746, 2.0398, 0.4619], [-3.2866, 0.4015, -0.9190], [-5.4843, 1.2510, -0.5688], [2.5770, -3.5757, -1.4260], [-0.5625, -1.6442, -4.9447], [2.2362, -4.4415, 3.5461], [2.5949, 2.8936, 5.8400], [1.6902, -2.6952, 1.3062], [1.0553, 2.1004, -2.7182], [3.2837, -4.6257, 5.8149], [-1.2045, -1.2108, -6.0738], [0.2568, 2.7649, 4.7378], [2.4766, -5.3665, 4.7368], [1.5955, 2.0839, 5.0108], [4.4274, -4.6183, -0.1532], [-2.0213, 1.3313, -5.4087], [-0.9230, 5.4367, 0.2142], [-0.0262, 5.2607, 4.5296], [2.4519, 2.1416, -2.1001], [-2.2290, 6.0354, 0.7351], [0.5731, 4.1430, 2.6738], [2.8975, -4.4649, -0.2190], [1.3037, -2.4297, 2.6535], [1.1213, -5.7966, 5.3202], [-0.3213, 5.6795, 5.8163], [3.3078, 3.9867, 5.0387], [2.8386, 0.8241, -1.3964], [-0.3199, 7.5083, 3.6544], [1.5520, -3.2423, 3.7309], [-4.6332, 0.4234, -1.2671], [3.2542, -6.6267, 4.3508], [-0.6232, 7.9210, 4.9465], [-0.6228, 7.0227, 6.0076], [2.6319, -4.7397, 2.2463], [2.2613, -5.8406, -0.4894], [2.3902, -3.9353, 1.1366], [0.7090, -2.7008, -7.0553], [-3.6236, 1.9246, 0.7115], [0.3220, 5.9208, 0.9611], [-0.0235, 6.1697, 3.4593], [-2.4020, 7.5122, 0.3833], [4.2390, -4.2952, 5.4032], [2.5883, -6.5882, 0.2360], [-0.3561, 2.0831, 4.1416], [2.7455, -3.7474, 6.1718], [4.8066, -5.0253, -1.0947], [-6.5403, 1.2838, -0.8051], [-2.8888, 1.9522, -5.1884], [-4.9837, -0.2326, -2.0501], [-0.9620, 4.3514, 0.3198], [3.0367, -4.0074, -2.3205], [4.8929, -3.6460, 0.0193], [4.7272, -5.2874, 0.6553], [0.5461, -6.3376, 4.5674], [2.0430, 1.8046, 4.0586], [-3.3830, 7.8683, 0.7024], [3.1696, -5.6644, 2.0808], [3.3346, 1.0793, 0.5867], [2.9537, -2.5658, -1.2906], [3.1803, 2.3972, -2.8752], [1.0655, 1.4515, -3.6036], [1.3518, 1.1527, 5.5278], [-0.8482, 1.9054, -1.9450], [2.6605, 4.8468, 4.8666], [0.3819, 7.0105, 0.9669], [2.0983, 3.3342, 6.7127], [-0.8550, 8.9625, 5.1283], [0.7971, 3.1146, -3.0653], [1.2595, -6.4454, 6.1912], [1.2122, 5.5165, 0.4762], [-1.4815, 1.0974, -4.4920], [-0.8027, 5.6584, -0.8500], [-0.2633, 2.9662, 5.6759], [0.3504, 1.8444, -0.8250], [-2.5766, -0.2041, -1.4644], [-0.3221, 4.9906, 6.6501], [3.4783, -5.2822, 6.6688], [2.7077, -7.2142, 3.6114], [1.5037, -3.5064, -1.5940], [3.4076, -7.2501, 5.2354], [4.2334, -6.3689, 3.9425], [4.2003, 4.3350, 5.5626], [2.1550, -0.0332, 0.3404], [1.1745, -5.7637, -0.4356], [2.5360, -6.1894, -1.4884], [0.5383, -4.9282, 5.6259], [-3.0573, 5.4650, 0.3108], [3.6124, 3.5969, 4.0662], [-1.3758, 1.8245, -6.1331], [-2.3196, 7.6626, -0.6952], [-0.3079, 8.2077, 2.8294], [-2.2793, 5.9005, 1.8191], [1.2067, -2.9341, 4.7100], [-5.5991, 2.7142, 1.0287], [-0.8591, 7.3782, 7.0023], [-1.6489, 8.1331, 0.8729], [2.4677, 2.9318, -1.3435], [2.2786, 0.0024, -1.8463], [3.9076, 0.6384, -1.5574], [3.3442, 2.1948, 6.2205]]}

***

{"formula": "C35H52CsN7O2Si3", "method": "the ωB97M-V functional and the def2-TZVPD basis", "e_tot_ha": -2787.372442, "orbital_gap_ev": 5.29, "max_force_ev_per_a": 2.06, "total_charge": -2, "spin_multiplicity": 1, "elements": ["Cs", "Si", "Si", "Si", "O", "O", "N", "N", "N", "N", "N", "N", "N", "C", "C", "C", "C", "C", "C", "C", "C", "C", "C", "C", "C", "C", "C", "C", "C", "C", "C", "C", "C", "C", "C", "C", "C", "C", "C", "C", "C", "C", "C", "C", "C", "C", "C", "C", "H", "H", "H", "H", "H", "H", "H", "H", "H", "H", "H", "H", "H", "H", "H", "H", "H", "H", "H", "H", "H", "H", "H", "H", "H", "H", "H", "H", "H", "H", "H", "H", "H", "H", "H", "H", "H", "H", "H", "H", "H", "H", "H", "H", "H", "H", "H", "H", "H", "H", "H", "H"], "coordinates": [[0.0432, 0.3582, 0.7563], [0.6838, -2.2848, -3.7259], [3.1545, -0.4991, -3.3966], [0.4532, 0.7052, -4.4620], [-1.4127, -0.1011, 2.9041], [-0.3102, 3.5251, 0.2424], [2.6998, -2.9441, 1.9867], [-1.2267, -2.0288, -1.6863], [1.7304, 0.6381, 3.6014], [2.3236, 2.0760, 1.2123], [2.7832, -4.1960, 2.2478], [1.7556, -4.7940, 1.6180], [1.6514, -2.6915, 1.1740], [-1.3854, 0.3061, -4.7416], [-0.1091, -0.5481, 4.8530], [1.1010, 6.3932, -1.4561], [2.8295, 4.7965, -1.0762], [-2.4256, -2.1062, -1.1175], [3.7485, -0.9736, -1.6582], [2.2917, -7.0432, 0.6787], [0.1961, 5.5789, -0.8171], [4.2183, -1.5834, -4.5593], [3.8691, 1.2375, -3.6636], [1.3800, -0.6471, -3.6955], [1.0796, -3.8459, 0.9573], [1.7946, -6.7422, -0.7307], [1.7009, 2.7607, 2.3399], [0.4805, -3.0753, -5.4530], [1.0481, 1.1517, -6.2222], [-2.5321, -0.5991, 4.9214], [1.9528, 3.9716, -0.3747], [-3.4017, -3.1118, -3.0322], [1.2350, -0.3240, 4.2648], [1.6201, -3.6124, -2.7408], [0.9399, 1.8082, 3.2671], [-1.2802, -1.2488, 6.8794], [2.4402, 6.0145, -1.6079], [-3.5483, -2.6318, -1.7409], [0.4283, 2.3314, -3.5075], [-0.1156, -1.0212, 6.1663], [-1.0739, -2.4646, -2.9518], [-2.4972, -1.0148, 6.2317], [0.5539, 4.3019, -0.2691], [3.8002, -6.8421, 0.7841], [2.4616, 2.6693, 0.0967], [-2.1573, -3.0270, -3.6340], [1.5338, -6.2228, 1.7252], [-1.3485, -0.3847, 4.1451], [1.0144, 3.5506, 2.0300], [2.0625, -8.0885, 0.9173], [3.1442, 6.6428, -2.1394], [2.0043, -5.7082, -1.0110], [0.4431, 1.9506, -6.6648], [0.6931, 2.3472, 4.1903], [3.8569, 4.4617, -1.2009], [-3.4764, -0.4406, 4.4122], [4.0684, -1.2711, -5.5974], [0.9822, 0.2710, -6.8691], [4.0737, -5.8171, 0.5309], [1.8388, -6.5073, 2.7320], [5.2863, -1.5049, -4.3272], [-4.2471, -3.5326, -3.5657], [-0.8469, 5.8647, -0.7328], [3.5954, 1.6674, -4.6305], [3.5394, 1.9334, -2.8899], [2.2939, -7.3817, -1.4603], [0.7177, -6.9030, -0.8220], [4.3187, -7.5087, 0.0928], [0.7629, 7.3405, -1.8682], [0.1117, -4.1070, -5.4301], [1.4256, 2.7228, -3.3050], [-1.5385, -0.5620, -5.3892], [-1.8618, 1.1673, -5.2214], [3.1914, -0.4322, -0.8888], [4.8094, -0.7292, -1.5371], [1.6956, -3.3042, -1.6953], [-0.0699, 2.2137, -2.5403], [-0.1847, -2.4818, -6.0882], [-1.2476, -1.5948, 7.9052], [0.4600, -6.3914, 1.6320], [2.6320, -3.7822, -3.1179], [-0.0209, 1.5269, 2.8325], [2.0919, 1.4802, -6.2231], [1.9556, -1.1082, 4.5242], [0.2063, -4.0141, 0.3484], [-4.5000, -2.6525, -1.2257], [-2.5011, -1.7217, -0.1044], [3.9365, -2.6392, -4.4925], [-1.9065, 0.1180, -3.7998], [3.0491, 2.1118, -0.6424], [2.5263, 3.2082, 2.9052], [1.4630, -3.0762, -5.9339], [4.9619, 1.1827, -3.6172], [0.8451, -1.1989, 6.6440], [-2.0206, -3.3756, -4.6499], [1.0714, -4.5587, -2.7942], [-0.1172, 3.1053, -4.0574], [4.1629, -7.0388, 1.7945], [-3.4304, -1.1751, 6.7644], [3.6301, -2.0402, -1.4547]]}

***

{"formula": "C3H10NO2", "method": "the ωB97M-V functional and the def2-TZVPD basis", "e_tot_ha": -325.506405, "orbital_gap_ev": 6.53, "max_force_ev_per_a": 2.83, "total_charge": -1, "spin_multiplicity": 1, "elements": ["O", "O", "N", "C", "C", "C", "H", "H", "H", "H", "H", "H", "H", "H", "H", "H"], "coordinates": [[1.7563, 0.9664, -2.4108], [-1.0192, 1.3675, 1.9679], [0.6106, 0.2473, 0.0953], [-1.5540, 0.4281, 1.1998], [1.0706, -1.1524, 0.3451], [-0.8368, 0.2180, -0.1509], [0.3716, -1.7886, 0.8927], [-1.4964, -0.6414, 1.6934], [1.3769, 0.4915, -1.6411], [0.5956, 0.7750, 0.9851], [1.2199, -1.5799, -0.6406], [-2.6843, 0.4358, 1.1672], [1.1261, 0.8899, -3.1506], [-1.2952, -0.6577, -0.6232], [-1.1759, 1.0842, -0.7390], [1.9342, -1.0837, 1.0098]]}

***

The evaluated energy above the lowest of the compared OMol25 structures with the same formula, charge and spin for the records listed, in turn: 45.3 33.8 32.1 30.3 kcal/mol.